1.
A cluster of 2 separate species, C3Cl2F3N in total in a non-equilibrium geometry. Source: the OMol25 dataset; level of theory: the ωB97M-V functional and the def2-TZVPD basis.

As for the total energy: -1388.976338 a.u. The value obtained for the HOMO energy is -10.71 eV. The frontier orbital gap comes out at 10.48 eV.

```
! RIJCOSX wB97M-V def2-TZVPD def2/J DEFGRID3
* xyz 0 1
C 1.094 0.724 1.013
C 0.211 0.867 -0.087
C -0.477 -1.041 -0.436
N 1.633 0.599 2.019
F 0.795 1.137 -1.284
F -0.519 -1.603 0.747
F 0.505 -1.660 -1.072
Cl -1.190 1.850 0.242
Cl -2.052 -0.872 -1.143
*
```

Atomic partial charges in e from the Löwdin method, atoms 1 to 8:
1. C -0.23
2. C -0.77
3. C -0.87
4. N 0.21
5. F 0.01
6. F 0.07
7. F 0.10
8. Cl 0.73

---

2.
A cluster of 4 separate species, C24H56BINO5 in total in a non-equilibrium geometry. Source: the OMol25 dataset; level of theory: the ωB97M-V functional and the def2-TZVPD basis.

As for the total energy: -1701.510382 a.u. The value obtained for the HOMO energy is -3.29 eV. The frontier orbital gap comes out at 5.50 eV. The calculation puts the energy relative to the best compared isomer or geometry (same formula, charge and spin) at 0.741 eV.

```
! RIJCOSX wB97M-V def2-TZVPD def2/J DEFGRID3
* xyz -1 1
C 1.625 3.205 4.117
C 1.292 2.265 2.907
C 2.298 1.091 2.738
C 3.680 1.479 2.136
C 3.730 1.944 0.654
C 3.465 3.493 0.503
C 2.991 3.944 -0.904
C 3.328 5.483 -1.033
N 4.710 5.579 -1.585
O 5.161 1.916 0.409
B 5.528 0.642 -0.276
O 4.245 -0.077 -0.586
C 3.288 0.982 -0.511
C 1.915 0.243 -0.511
C 0.660 1.193 -0.455
C 0.125 1.502 -1.903
I -0.886 0.209 0.723
H 1.033 2.904 4.998
H 2.693 3.188 4.389
H 1.320 4.230 3.846
H 0.311 1.804 3.134
H 1.134 2.873 2.005
H 1.777 0.272 2.221
H 2.497 0.717 3.768
H 4.047 2.336 2.740
H 4.388 0.660 2.340
H 4.446 3.975 0.664
H 2.800 3.890 1.296
H 3.552 3.467 -1.721
H 1.901 3.811 -1.030
H 3.399 5.876 -0.002
H 2.588 6.026 -1.644
H 4.639 5.851 -2.560
H 5.207 6.335 -1.130
H 6.001 -0.039 0.639
H 6.346 0.718 -1.160
H 3.340 1.394 -1.543
H 1.846 -0.258 -1.497
H 1.852 -0.581 0.219
H 0.983 2.158 -0.043
H 0.368 2.552 -2.148
H 0.602 0.870 -2.666
H -0.969 1.384 -1.931
C -3.858 0.985 5.048
C -3.863 0.776 3.543
O -3.776 -0.587 3.160
C -4.818 -1.434 3.612
C -6.196 -1.020 3.127
H -2.957 0.554 5.489
H -3.889 2.051 5.282
H -4.716 0.514 5.530
H -2.991 1.270 3.114
H -4.742 1.243 3.085
H -4.795 -1.514 4.704
H -4.589 -2.429 3.225
H -6.479 -0.031 3.492
H -6.948 -1.733 3.472
H -6.221 -0.987 2.035
C -3.967 -4.403 0.515
C -4.049 -5.550 1.507
O -5.185 -5.489 2.357
C -6.446 -5.520 1.714
C -6.683 -6.774 0.890
H -3.961 -3.445 1.040
H -3.057 -4.481 -0.081
H -4.815 -4.395 -0.172
H -3.178 -5.515 2.163
H -4.010 -6.516 0.993
H -6.582 -4.620 1.104
H -7.192 -5.469 2.509
H -5.965 -6.870 0.074
H -7.684 -6.757 0.456
H -6.589 -7.664 1.516
C 3.762 -1.784 -5.343
C 2.307 -1.471 -5.040
O 1.899 -0.183 -5.474
C 2.003 0.075 -6.860
C 1.177 -0.865 -7.721
H 4.415 -1.038 -4.885
H 4.026 -2.768 -4.951
H 3.966 -1.787 -6.416
H 2.160 -1.487 -3.960
H 1.646 -2.239 -5.456
H 3.054 0.066 -7.169
H 1.647 1.096 -7.005
H 1.497 -1.903 -7.619
H 1.265 -0.590 -8.774
H 0.124 -0.817 -7.436
*
```

Atomic partial charges in e from the Löwdin method, atoms 1 to 8:
1. C -0.11
2. C -0.29
3. C -0.20
4. C -0.09
5. C -0.36
6. C -0.12
7. C -0.18
8. C -0.27

---

3.
A cluster of 11 separate species, C42H113N7O14 in total in a non-equilibrium geometry. Source: the OMol25 dataset; level of theory: the ωB97M-V functional and the def2-TZVPD basis.

As for the total energy: -3104.326188 a.u. The value obtained for the HOMO energy is -8.45 eV. The frontier orbital gap comes out at 8.74 eV. The calculation puts the energy relative to the best compared isomer or geometry (same formula, charge and spin) at 0.455 eV.

```
! RIJCOSX wB97M-V def2-TZVPD def2/J DEFGRID3
* xyz 0 1
C 19.872 -17.731 -11.130
C 18.912 -18.643 -11.910
O 18.814 -20.001 -11.412
H 19.766 -16.729 -11.580
H 20.936 -17.958 -11.287
H 19.688 -17.656 -10.070
H 19.252 -18.618 -12.969
H 17.930 -18.167 -11.986
H 19.710 -20.364 -11.409
C 15.773 -18.232 -9.303
C 15.752 -19.656 -8.849
O 16.862 -19.929 -8.038
H 16.558 -17.978 -10.020
H 15.797 -17.494 -8.497
H 14.835 -18.006 -9.830
H 15.714 -20.326 -9.717
H 14.764 -19.772 -8.370
H 16.834 -20.866 -7.809
C 24.634 -18.181 -4.655
C 24.882 -16.811 -4.073
O 26.004 -16.150 -4.786
H 23.787 -18.632 -4.108
H 25.432 -18.915 -4.572
H 24.260 -18.105 -5.682
H 25.291 -16.852 -3.053
H 23.915 -16.301 -4.053
H 25.719 -15.230 -4.911
C 14.218 -16.172 -5.401
C 13.564 -16.905 -6.552
O 12.255 -17.304 -6.223
H 15.239 -15.836 -5.575
H 14.342 -16.812 -4.514
H 13.635 -15.304 -5.069
H 14.257 -17.728 -6.794
H 13.601 -16.220 -7.418
H 11.931 -17.883 -6.918
C 14.004 -11.326 -9.194
O 12.716 -11.696 -8.832
C 12.649 -12.792 -8.006
C 11.214 -13.153 -7.814
N 10.587 -12.566 -6.593
C 9.174 -12.924 -6.457
C 8.220 -11.760 -6.688
O 8.305 -11.302 -8.012
C 7.548 -12.046 -8.997
H 14.458 -12.183 -9.741
H 14.643 -11.070 -8.344
H 13.992 -10.580 -9.979
H 13.154 -12.580 -7.054
H 13.201 -13.620 -8.479
H 11.100 -14.242 -7.683
H 10.669 -12.996 -8.767
H 10.703 -11.554 -6.630
H 9.054 -13.206 -5.399
H 8.938 -13.772 -7.082
H 8.456 -10.928 -6.038
H 7.213 -12.125 -6.439
H 7.929 -11.822 -9.995
H 6.473 -11.796 -8.887
H 7.651 -13.150 -8.934
C 20.709 -19.773 -3.804
O 20.514 -20.380 -5.089
C 19.816 -19.532 -5.997
C 20.616 -18.336 -6.504
N 19.859 -17.396 -7.282
C 18.550 -16.994 -6.835
C 18.059 -15.928 -7.779
O 16.792 -15.523 -7.360
C 16.337 -14.359 -8.057
H 20.819 -20.600 -3.098
H 19.864 -19.158 -3.461
H 21.601 -19.136 -3.788
H 18.885 -19.222 -5.505
H 19.503 -20.203 -6.805
H 21.531 -18.678 -6.993
H 21.028 -17.839 -5.597
H 19.954 -17.499 -8.266
H 18.631 -16.504 -5.851
H 17.820 -17.803 -6.715
H 18.080 -16.284 -8.821
H 18.722 -15.050 -7.698
H 15.278 -14.223 -7.898
H 16.489 -14.490 -9.149
H 17.026 -13.538 -7.794
C 22.011 -10.971 -3.557
O 21.535 -11.843 -4.568
C 20.619 -12.820 -4.080
C 20.142 -13.794 -5.167
N 21.014 -14.951 -5.434
C 22.249 -14.473 -6.060
C 22.130 -13.550 -7.276
O 20.946 -13.963 -8.026
C 20.820 -13.298 -9.276
H 21.203 -10.405 -3.060
H 22.663 -10.252 -4.055
H 22.571 -11.481 -2.758
H 19.695 -12.286 -3.783
H 20.972 -13.396 -3.219
H 19.795 -13.213 -6.027
H 19.246 -14.266 -4.725
H 20.603 -15.522 -6.177
H 22.809 -15.355 -6.390
H 22.882 -13.969 -5.321
H 23.054 -13.732 -7.841
H 21.883 -12.509 -7.011
H 20.024 -13.763 -9.857
H 21.769 -13.387 -9.815
H 20.564 -12.235 -9.136
C 25.600 -18.103 -8.699
C 24.648 -16.935 -8.848
C 24.593 -16.323 -10.220
O 24.262 -14.981 -10.154
C 23.701 -14.470 -11.310
N 23.271 -17.277 -8.350
H 26.538 -17.937 -9.224
H 25.118 -19.024 -9.029
H 25.837 -18.183 -7.638
H 25.033 -16.157 -8.174
H 23.934 -16.950 -10.870
H 25.505 -16.429 -10.846
H 23.654 -13.376 -11.270
H 22.649 -14.743 -11.501
H 24.279 -14.667 -12.230
H 23.205 -18.266 -8.121
H 22.632 -17.134 -9.130
C 22.438 -15.475 -1.091
C 21.657 -16.480 -1.900
C 21.182 -17.599 -0.956
O 22.291 -18.456 -0.702
C 22.093 -19.304 0.400
N 20.417 -15.824 -2.387
H 23.202 -15.919 -0.451
H 21.796 -14.887 -0.433
H 22.973 -14.800 -1.774
H 22.183 -16.843 -2.786
H 20.332 -18.105 -1.455
H 20.765 -17.194 -0.026
H 21.656 -18.762 1.245
H 23.013 -19.803 0.702
H 21.420 -20.138 0.124
H 20.613 -15.040 -2.984
H 19.901 -16.454 -3.001
C 18.322 -8.607 -11.574
C 17.611 -9.930 -11.330
C 18.444 -10.997 -10.668
O 19.366 -11.526 -11.504
C 18.843 -12.299 -12.602
N 16.429 -9.748 -10.442
H 17.693 -8.014 -12.249
H 19.270 -8.775 -12.089
H 18.419 -7.980 -10.685
H 17.235 -10.225 -12.311
H 17.843 -11.756 -10.155
H 18.985 -10.515 -9.844
H 19.711 -12.778 -13.058
H 18.481 -11.639 -13.413
H 18.039 -12.962 -12.266
H 16.030 -8.809 -10.578
H 16.698 -9.637 -9.454
C 17.927 -24.493 -5.982
C 18.814 -23.428 -5.357
C 19.382 -23.793 -3.995
O 18.405 -24.171 -3.068
C 17.612 -23.099 -2.629
N 19.852 -22.970 -6.305
H 17.505 -24.152 -6.929
H 17.087 -24.751 -5.335
H 18.517 -25.401 -6.146
H 18.157 -22.526 -5.259
H 19.932 -22.905 -3.628
H 20.108 -24.596 -4.155
H 17.110 -22.538 -3.415
H 18.277 -22.376 -2.117
H 16.958 -23.531 -1.883
H 19.454 -22.587 -7.163
H 20.328 -22.115 -5.944
*
```

Atomic partial charges in e from the Löwdin method, atoms 1 to 8:
1. C -0.08
2. C -0.30
3. O -0.08
4. H 0.08
5. H 0.07
6. H 0.03
7. H 0.11
8. H 0.10

---

4.
A cluster of 2 separate species, C2H7O in total. Source: the OMol25 dataset; level of theory: the ωB97M-V functional and the def2-TZVPD basis.

As for the total energy: -155.603557 a.u. The value obtained for the HOMO energy is -2.02 eV. The frontier orbital gap comes out at 6.19 eV. The calculation puts the energy relative to the best compared isomer or geometry (same formula, charge and spin) at 0.110 eV.

```
! RIJCOSX wB97M-V def2-TZVPD def2/J DEFGRID3
* xyz -1 1
O -1.465 2.156 1.568
H -1.686 1.934 2.482
C 0.899 -1.078 -0.497
C -0.108 0.067 -0.504
H 0.412 -2.023 -0.261
H 1.733 -0.958 0.201
H 1.376 -1.239 -1.472
H 0.329 1.067 -0.565
H -0.768 -0.054 -1.354
H -0.720 0.128 0.403
*
```

Atomic partial charges in e from the Löwdin method, atoms 1 to 8:
1. O -0.66
2. H -0.23
3. C -0.20
4. C -0.19
5. H 0.04
6. H 0.05
7. H 0.04
8. H 0.06

---

Question: What is the frontier orbital gap in the second record?
Answer: 5.50 eV